ORCA calculation (the ωB97M-V functional and the def2-TZVPD basis) on a structure of composition C31H95N5O15.

The geometry in XYZ format:
```
146
Properties=species:S:1:pos:R:3:forces:R:3
C -2.959481 2.398396 -0.217789 1.17 0.01 -0.94
O -3.071919 3.809781 -0.110176 -0.46 0.07 0.51
H -3.712412 1.940359 -0.864581 -0.22 0.11 0.18
H -1.988545 2.223982 -0.701664 -0.04 -0.50 0.04
H -2.925468 1.906825 0.752682 -0.29 0.32 0.16
H -2.938671 4.181912 -0.986384 -0.02 -0.07 -0.01
C -1.448916 0.349059 -3.595610 -1.18 -0.42 -0.14
O -2.774492 0.752452 -3.944476 0.38 0.29 -0.33
H -1.180372 -0.512746 -4.217510 0.33 -0.07 0.14
H -0.742442 1.149178 -3.798571 -0.09 0.14 0.24
H -1.466028 0.050800 -2.545353 0.43 0.30 -0.34
H -3.321617 -0.039776 -3.876862 -0.40 0.33 0.16
C 2.059365 1.118334 3.465428 0.99 -0.89 0.45
O 2.190524 0.796262 4.855195 -0.36 0.02 0.05
H 2.871970 0.635619 2.916210 0.01 0.20 -0.20
H 1.155982 0.642187 3.091122 -0.27 0.53 0.08
H 2.128083 2.196866 3.332851 -0.36 -0.02 -0.27
H 3.120055 0.679787 5.059401 0.04 0.04 -0.03
C 1.018765 -2.680601 3.449292 -0.06 -0.35 -0.09
O 0.642110 -3.419945 2.302850 0.41 -0.33 0.11
H 1.231430 -3.349137 4.288515 -0.41 -0.19 -0.07
H 1.978598 -2.168093 3.314504 -0.32 0.51 -0.18
H 0.182703 -2.025432 3.705906 0.41 0.37 0.35
H 0.022722 -2.892791 1.768798 -0.10 0.02 -0.23
C 5.113258 0.470616 -4.159014 -0.30 -0.45 0.56
O 4.748191 1.666915 -3.476784 0.29 0.19 -0.45
H 5.983705 0.584258 -4.807874 -0.11 0.15 -0.13
H 5.378070 -0.268205 -3.399848 0.04 0.12 0.08
H 4.242859 0.063286 -4.675762 0.18 0.00 -0.33
H 4.702936 2.353728 -4.149434 -0.08 0.10 0.14
C 0.648265 3.580806 0.803233 -1.37 -0.42 -0.36
O 0.624279 5.006403 0.805997 -1.38 0.39 1.34
H 1.274078 3.144090 1.577214 0.00 0.33 0.17
H -0.362872 3.184364 0.925373 -0.03 -0.05 0.05
H 1.002294 3.295945 -0.190970 -0.61 -0.17 1.29
H -0.258847 5.298585 0.567645 -0.16 -0.10 0.10
C 2.294877 -1.417422 -6.797382 -0.66 -0.61 -0.56
O 3.003313 -1.802955 -5.633574 -0.14 0.15 0.00
H 2.667773 -0.495888 -7.246997 0.12 -0.05 -0.04
H 2.269898 -2.243394 -7.517188 0.45 0.20 -0.25
H 1.226019 -1.297471 -6.607767 0.18 0.29 0.67
H 3.873141 -2.089236 -5.925862 0.03 -0.04 0.12
C -3.006961 -0.164942 3.704836 0.24 0.69 0.29
O -3.436475 -0.559760 2.413374 0.04 -0.30 -0.15
H -3.412332 0.819910 3.958034 -0.10 -0.11 0.14
H -3.242987 -0.878417 4.497255 -0.11 -0.10 -0.14
H -1.923555 -0.035464 3.682458 -0.01 -0.18 -0.14
H -4.368256 -0.794495 2.447129 0.00 0.05 0.02
C -0.939497 3.303372 3.841072 0.56 0.62 -0.36
O -1.778301 3.550879 4.947136 -0.57 -0.26 0.01
H -0.055498 2.718891 4.107848 -0.17 -0.24 0.00
H -1.512990 2.823521 3.048732 -0.14 -0.35 0.29
H -0.572609 4.216748 3.359337 -0.03 0.18 0.22
H -1.397449 4.181432 5.560340 0.29 0.02 -0.15
C 4.810080 3.923924 3.774125 1.06 0.19 -0.19
O 4.970990 3.726962 2.381795 -0.48 -0.62 0.24
C 3.820260 4.152356 1.641210 1.25 -0.95 1.19
C 3.779256 3.371153 0.343399 3.34 -5.43 2.28
N 3.527634 1.942151 0.548399 0.43 0.68 0.32
C 3.896887 1.188317 -0.636352 0.64 -1.57 0.09
C 3.537767 -0.271503 -0.397443 0.09 0.00 0.27
O 4.237600 -0.684112 0.772470 -0.43 -0.51 -0.27
C 3.964206 -2.058186 1.045058 0.26 0.92 0.49
H 5.089488 4.958236 4.005274 -0.74 0.16 0.25
H 5.562117 3.347690 4.319150 -0.06 -0.33 -0.28
H 3.821633 3.606330 4.108124 -0.09 0.34 0.16
H 3.916756 5.225254 1.455020 -0.03 -0.14 0.64
H 2.930291 3.980088 2.251079 -0.15 0.07 -0.05
H 4.718922 3.552042 -0.197261 0.64 -0.23 0.20
H 3.017388 3.774593 -0.331211 3.18 -7.98 2.82
H 4.061234 1.662743 1.361709 0.20 -0.64 -0.15
H 4.963038 1.240040 -0.884420 0.14 0.19 0.13
H 3.359173 1.491160 -1.534448 0.65 -0.02 0.46
H 3.767102 -0.976704 -1.206475 0.50 0.38 -0.29
H 2.448935 -0.378295 -0.308513 0.00 0.13 0.51
H 4.605884 -2.332927 1.882321 0.04 -0.15 -0.10
H 4.204808 -2.659448 0.165620 -0.18 -0.22 0.05
H 2.926089 -2.161387 1.373227 -0.08 -0.33 -0.33
C -0.066370 0.046976 0.665996 -0.08 0.89 0.11
C -0.802447 -0.926985 -0.222549 0.13 -0.52 -0.42
C 0.066079 -1.557435 -1.306471 0.13 -0.54 -0.91
O 0.638788 -0.565734 -2.124924 0.25 0.11 0.31
C 1.459930 -1.009359 -3.155233 0.06 -1.72 -0.57
N -1.308128 -2.023743 0.614023 -0.46 0.57 0.38
H 0.369323 0.918896 0.169094 0.17 -0.92 0.24
H 0.708723 -0.486903 1.215855 -0.03 0.12 0.20
H -0.758405 0.584348 1.324485 -0.15 -0.65 0.45
H -1.666519 -0.452948 -0.707654 0.25 0.36 0.00
H -0.533694 -2.203663 -1.969383 -0.35 -0.03 0.20
H 0.827595 -2.248688 -0.918251 0.11 0.31 0.45
H 1.007273 -1.789147 -3.789836 -0.53 0.08 0.16
H 2.339514 -1.545553 -2.784477 0.33 0.46 0.10
H 1.712823 -0.233566 -3.872443 0.16 0.42 0.47
H -2.011019 -2.551184 0.082120 0.51 -0.02 0.22
H -1.860795 -1.515345 1.309067 -0.06 -0.46 0.18
C 2.753030 4.875652 -0.471389 -2.77 9.24 -1.70
C 2.980374 4.242337 -1.834188 -1.01 0.36 -3.02
C 1.656307 4.058565 -2.590534 0.28 0.65 -0.25
O 0.747672 3.208960 -1.942696 -0.54 0.65 -0.64
C 1.231469 1.911452 -1.658807 -0.45 0.71 0.20
N 3.825109 5.161402 -2.593598 0.94 0.06 -0.23
H 2.172545 4.323688 0.271710 -0.47 2.77 -1.41
H 2.256207 5.844493 -0.551605 -0.26 0.67 -0.98
H 3.722849 5.049857 0.003196 -0.87 1.97 -1.84
H 3.448475 3.257123 -1.718918 -0.11 0.52 -0.62
H 1.756222 3.718549 -3.631814 0.58 -0.14 0.04
H 1.256169 5.073786 -2.667175 -0.52 -0.22 0.14
H 0.383114 1.360433 -1.255778 0.21 0.34 -1.37
H 1.926791 1.933155 -0.810904 -0.37 0.04 -0.41
H 1.711321 1.493728 -2.547507 -0.29 -0.17 0.10
H 4.765761 5.087256 -2.209728 -0.11 0.32 0.25
H 3.997261 4.877843 -3.555407 -0.60 -0.19 -0.03
C -4.646729 -1.456043 -0.793687 -0.11 -0.28 0.34
C -3.881031 -1.975729 -2.002548 -0.31 1.09 -0.84
C -3.750817 -3.479628 -2.033514 0.75 -0.76 1.47
O -3.014452 -3.783139 -0.840667 -0.49 -0.29 0.32
C -2.754985 -5.142803 -0.592544 0.66 -0.90 -0.81
N -4.573486 -1.463786 -3.220281 0.06 -0.93 0.49
H -4.641201 -0.373486 -0.673111 0.10 0.07 -0.49
H -4.245334 -1.836979 0.145872 -0.01 -0.26 -0.12
H -5.688754 -1.776657 -0.891578 -0.04 0.01 0.18
H -2.886500 -1.523281 -2.014269 0.10 -0.28 0.07
H -3.180613 -3.870718 -2.883531 -0.08 0.27 -0.26
H -4.694955 -4.034302 -1.969076 -0.27 0.33 -0.24
H -3.605741 -5.832429 -0.569313 -0.52 0.54 -0.03
H -2.224005 -5.304961 0.343285 0.00 0.56 0.11
H -2.113531 -5.523034 -1.397290 0.12 -0.09 0.03
H -4.174040 -1.933752 -4.032018 -0.08 -0.01 -0.03
H -5.508532 -1.858824 -3.125239 -0.16 0.41 -0.44
C -6.882926 -4.646846 1.449331 -0.01 -0.10 -0.50
C -5.704164 -5.429822 2.006336 -0.08 0.20 0.17
C -4.619801 -4.452110 2.498496 -0.87 -0.83 -0.91
O -3.502344 -5.209614 2.909522 -0.19 0.94 0.60
C -2.459115 -4.344132 3.325780 1.13 -0.24 -0.53
N -6.195342 -6.334032 3.058049 0.55 0.43 -0.18
H -6.604571 -4.080645 0.556646 0.09 0.12 0.10
H -7.295631 -3.950518 2.183347 0.07 0.00 0.07
H -7.685284 -5.319305 1.146413 0.03 -0.08 0.12
H -5.250505 -6.062641 1.239238 -0.09 0.07 -0.12
H -5.106059 -3.834792 3.265757 0.48 -0.01 0.47
H -4.362182 -3.785110 1.665849 0.25 0.06 0.00
H -2.132259 -3.705299 2.498159 -0.32 0.23 0.01
H -1.561189 -4.929535 3.528094 -0.24 -0.27 0.19
H -2.660185 -3.725164 4.203342 -0.47 -0.09 0.03
H -6.538609 -5.724258 3.798227 -0.05 -0.30 0.18
H -5.362279 -6.794709 3.418497 -0.23 -0.09 0.26
```
Forces are in eV/Å.

Output
2S+1: 1
Frontier orbital gap in eV: 7.5336
Calculated total energy in hartree: -2639.842206

Atom charges from the Mulliken analysis, given in e for atoms 1 to 5: C 0.03; O -0.57; H 0.42; H -0.19; H -0.02



ORCA calculation (the ωB97M-V functional and the def2-TZVPD basis) on a structure of composition C8H13Cl19.

The geometry in XYZ format:
```
40
Properties=species:S:1:pos:R:3:forces:R:3
C 7.154600 -8.340300 10.425740 3.23 0.02 -2.22
Cl 8.156540 -8.070020 11.860820 -0.72 0.59 0.41
Cl 7.448360 -10.003650 9.777910 2.67 6.41 1.65
Cl 7.462540 -7.040590 9.191440 -0.85 -2.36 3.51
H 6.116240 -8.202780 10.727380 1.86 -1.36 -2.07
C 5.289740 -11.018330 12.373360 -0.92 -0.70 0.20
Cl 5.834740 -11.524980 13.922940 -0.46 -0.28 1.09
Cl 5.894780 -12.162380 11.173070 -1.08 -0.13 4.17
Cl 5.778160 -9.372840 12.054110 -1.69 -3.59 5.33
H 4.204520 -11.102670 12.316220 0.17 0.25 0.10
C 4.489970 -8.444310 8.221000 -0.46 0.08 -0.05
Cl 4.552340 -9.101070 9.925930 -2.68 -0.21 -3.88
Cl 5.951620 -8.931770 7.286640 -2.35 -1.72 0.70
Cl 4.286440 -6.703930 8.332280 -0.80 -0.78 0.14
H 3.622050 -8.764660 7.644640 0.28 -0.55 0.41
C 6.091430 -11.863420 8.877580 -0.63 -2.18 -3.92
Cl 7.825370 -12.229130 9.238730 -0.30 -2.92 -1.82
Cl 5.841310 -12.088920 7.024280 0.10 0.03 1.53
H 5.437750 -12.561160 9.401000 0.21 -0.28 -2.12
H 5.890540 -10.844630 9.208950 -0.66 -1.11 -1.22
C 9.910120 -6.522450 10.658340 2.21 0.24 0.57
Cl 9.830030 -4.778310 10.247430 -0.23 -0.94 0.09
Cl 11.618500 -7.106410 10.692520 -0.16 0.15 -0.29
H 9.592030 -6.763760 11.672580 0.61 1.67 -0.77
H 9.369640 -7.182240 9.979630 0.82 0.86 0.03
C 7.363600 -6.555860 6.832030 0.74 1.97 -2.00
Cl 6.331410 -5.088640 7.320880 1.68 -0.25 -1.04
Cl 8.263740 -6.176290 5.372100 0.17 0.21 -0.59
H 8.115180 -6.758530 7.595010 0.08 0.81 -1.89
H 6.800140 -7.463250 6.614610 0.25 1.89 -0.01
C 5.083930 -5.442570 12.245450 0.34 0.60 0.97
Cl 5.688070 -6.806370 11.330570 -3.28 5.56 2.40
Cl 5.126610 -5.802170 14.018770 -0.04 0.19 -0.67
H 5.836800 -4.685880 12.024730 -0.41 0.25 0.35
H 4.071710 -5.113220 12.010860 0.21 -0.33 -0.21
C 8.657160 -10.882200 12.264010 0.95 -1.07 0.21
Cl 10.166380 -11.450880 11.388940 -0.77 0.51 0.70
Cl 8.828710 -10.964900 14.054920 0.59 0.11 -0.84
H 8.454610 -9.843180 12.004170 0.72 -1.66 0.41
H 7.861080 -11.534170 11.904450 0.59 0.02 0.64
```
Forces are in eV/Å.

Output
2S+1: 1
Energy above the lowest of the compared OMol25 structures with the same formula, charge and spin in kcal/mol: 334.5
Frontier orbital gap in eV: 9.9006
Calculated total energy in hartree: -9055.704497

Atom charges from the natural (NBO) analysis, given in e for atoms 1 to 5: C -0.31; Cl 0.04; Cl 0.03; Cl 0.01; H 0.15



ORCA calculation (the ωB97M-V functional and the def2-TZVPD basis) on a structure of composition C15H21N2O5PTl.

The geometry in XYZ format:
```
45
Properties=species:S:1:pos:R:3:forces:R:3
N 3.222842 2.643414 1.179272 -1.11 -3.65 0.86
P 3.642903 0.927787 0.849895 2.79 -0.71 0.03
O 3.813980 0.253714 2.411075 -1.56 1.84 -1.80
C 2.170945 0.019669 -0.048660 -0.74 0.48 0.22
N 1.216867 -0.202431 1.072105 0.50 -0.05 -0.36
C 2.901914 -1.270322 -0.640525 2.57 -1.04 1.90
C 2.399460 -2.700140 -0.165254 -1.11 0.04 -0.29
C 0.834535 -2.896300 -0.398554 0.52 0.02 -0.36
O 0.356607 -3.220785 -1.461866 0.47 0.67 1.25
O 3.283789 -1.113932 -2.029643 -2.86 1.98 1.02
C 2.598406 0.034946 -2.474006 0.09 0.56 -0.92
O 2.605586 0.471538 -3.582367 0.40 -0.93 1.20
C 1.700444 0.776516 -1.352652 0.23 -1.35 -1.79
O 2.026062 2.163618 -1.533741 -0.60 -0.40 1.90
C 0.238354 0.549072 -1.937608 -0.56 0.48 0.34
C -0.975930 0.985026 -0.984199 -0.23 0.17 -0.96
C -2.053164 -0.183685 -1.076152 -0.28 0.91 1.65
C -3.181488 -0.147908 -0.028912 -0.71 -0.18 0.22
C -3.232766 0.694333 1.209091 -2.34 -1.18 0.67
C -4.369312 0.588091 2.137780 1.53 -0.52 -2.05
C -5.543451 -0.398570 1.869364 1.59 -0.48 -2.32
C -5.517741 -1.213831 0.624715 1.88 1.07 0.06
C -4.399630 -1.116550 -0.302156 -1.25 0.49 1.93
H 2.191438 2.792350 1.132420 0.63 -0.81 0.73
H 3.616510 2.980692 2.074332 -0.33 -1.07 0.06
H 3.315098 0.845679 3.020517 0.46 -0.88 0.14
H 1.535198 -0.963889 1.692734 -0.12 0.29 -0.56
H 1.288432 0.628462 1.680074 -0.70 -0.53 -0.28
H 3.922060 -1.224613 -0.133556 -0.88 -0.30 -0.42
H 2.649619 -2.787406 0.934232 -0.37 0.06 -1.16
H 2.916856 -3.546010 -0.701233 -0.33 1.14 0.35
H 0.150579 -2.663956 0.483076 0.60 -0.23 -0.52
H 1.329293 2.645464 -1.038140 0.35 -0.11 -0.79
H 0.167796 1.223591 -2.846460 0.50 -0.95 0.96
H 0.088931 -0.500468 -2.329259 0.32 1.00 0.64
H -0.666011 1.253468 0.063685 -0.30 -0.75 -0.96
H -1.430036 1.932407 -1.418151 0.37 -1.17 0.52
H -1.475805 -1.161858 -0.889560 -0.78 0.61 -0.12
H -2.471165 -0.285032 -2.125559 0.29 -0.04 1.11
H -2.401399 1.410203 1.431051 -1.03 -0.84 -0.25
H -4.383179 1.223960 3.069628 -0.09 -0.82 -1.18
H -6.412935 -0.534546 2.567204 1.06 0.39 -0.54
H -6.349566 -1.932426 0.420290 0.84 0.80 0.18
H -4.383520 -1.740650 -1.244080 0.02 0.78 1.20
Tl 3.062590 4.761309 0.819752 0.28 5.26 -1.51
```
Forces are in eV/Å.

Output
Charge: +3
2S+1: 1
Frontier orbital gap in eV: 2.1578
Calculated total energy in hartree: -1582.354745

Atom charges from the Mulliken analysis, given in e for atoms 1 to 5: N -0.42; P 0.16; O -0.45; C 0.23; N -0.28



ORCA calculation (the ωB97M-V functional and the def2-TZVPD basis) on the molecule C2H10O2Si2.

The geometry in XYZ format:
```
16
Properties=species:S:1:pos:R:3:forces:R:3
C 1.237554 -1.370053 1.645052 0.17 -0.08 0.40
Si 0.647796 0.367896 1.264858 -0.78 -0.66 -1.92
O -0.780024 0.627386 2.068431 -1.30 -1.01 0.27
Si 0.024127 0.152126 -1.346925 -0.78 -1.84 3.81
C -1.599870 1.000315 -1.547814 -0.88 -1.78 -0.86
O 1.188836 0.192440 -2.459863 0.23 -0.36 -0.95
H 2.302966 -1.573970 1.500773 -0.09 0.20 -0.10
H 0.969501 -1.760899 2.648298 0.00 0.35 -0.53
H 0.701262 -1.918942 0.871788 -0.01 -0.48 0.13
H 1.383002 1.508723 1.741944 0.75 0.49 0.13
H -1.419007 -0.118983 2.173574 0.93 1.01 -0.24
H -0.493725 -1.351870 -1.225793 0.85 1.17 -0.44
H -1.825004 1.217108 -2.586037 -0.20 0.02 -0.27
H -2.368715 0.265132 -1.170445 0.78 0.57 -0.51
H -1.759246 1.853606 -0.982619 0.00 1.88 1.04
H 1.790548 0.909984 -2.595221 0.32 0.52 0.03
```
Forces are in eV/Å.

Output
SMILES: C[Si@H](O)[Si@@H](C)O
2S+1: 1
Energy above the lowest of the compared OMol25 structures with the same formula, charge and spin in kcal/mol: 59.8
Frontier orbital gap in eV: 8.7687
Calculated total energy in hartree: -811.710794

Atom charges from the natural (NBO) analysis, given in e for atoms 1 to 5: C -1.14; Si 1.23; O -1.10; Si 1.23; C -1.15